Molecular formula: C29H30BrCdN6O2S
Method: DFT, ωB97M-V with the def2-TZVPD basis set

Output
Frontier orbital gap = 5.72 eV
LUMO = -3.81 eV
Calculated total energy = -129031.4368 eV
Relative energy (zero: lowest compared OMol25 entry of this formula, charge and spin) = 0.00 kJ/mol
Charge = +1
Highest occupied orbital energy = -9.531 eV

Geometry as XYZ:
```
70
Properties=species:S:1:pos:R:3:forces:R:3
Cd -0.770930 0.004243 -0.275163 -0.2 0.0 -0.1
Br -1.500052 -5.038308 -6.099201 0.0 0.0 0.0
S -0.679974 0.483845 2.168497 0.0 0.0 0.1
O -1.293009 -2.347783 0.279267 0.1 -0.1 0.0
O -3.219903 -0.432079 -0.236839 0.0 0.0 -0.1
N -1.175888 0.003865 -2.701484 0.0 0.0 -0.1
N 1.104983 0.960500 4.415294 0.1 0.0 0.0
N 1.501168 -0.072152 0.058909 0.1 0.0 0.1
N -1.155291 2.201736 -1.019743 0.1 0.0 0.0
N 1.949351 0.216472 1.192133 -0.2 0.0 0.0
N 1.757552 0.711086 3.321272 -0.1 0.0 0.1
C -1.437547 -2.228715 -5.701009 0.0 0.0 0.0
C -2.577883 -2.422206 0.889237 -0.1 0.0 0.0
C 1.006382 1.447664 6.758713 0.0 0.0 0.0
C -4.101820 0.228632 -1.135419 0.0 0.0 0.0
C 2.114480 -0.939157 -2.094121 0.1 0.0 -0.1
C -0.277467 -2.963917 1.077381 0.0 0.0 0.0
C -1.337454 4.749631 -2.069079 0.0 0.0 0.0
C 3.032645 -1.164462 -3.108902 0.0 0.0 0.0
C -3.573679 -1.798383 -0.053448 0.1 0.0 0.0
C 4.716779 -0.039753 -1.814574 0.0 0.0 0.0
C 1.074189 0.463197 2.233467 0.2 0.0 -0.1
C -1.324467 3.642571 -2.909939 0.0 0.0 0.0
C -1.228842 2.384605 -2.341354 0.0 -0.1 0.0
C -1.395094 -3.466394 -5.070702 0.0 0.0 0.0
C 1.777086 1.206849 5.628192 0.0 0.0 -0.1
C -1.213455 -2.384429 -2.945210 0.0 -0.1 0.0
C -1.368268 -1.071366 -4.948692 0.0 0.0 0.0
C -1.282258 -3.549305 -3.694282 0.0 0.0 0.0
C 3.164888 1.211432 5.696182 0.0 0.0 0.1
C -1.253573 4.555226 -0.703578 0.0 0.0 0.0
C 3.773153 1.454095 6.917347 0.0 0.0 0.0
C 3.015673 1.689123 8.056882 0.0 0.0 0.0
C -1.159706 3.256473 -0.215026 0.0 0.0 0.0
C -1.231761 1.177474 -3.188910 0.0 0.0 0.1
C -1.251357 -1.140252 -3.559314 0.0 0.1 0.0
C 2.501925 -0.272791 -0.941670 -0.1 0.0 0.1
C 3.808081 0.183360 -0.794565 0.0 0.0 0.0
C 4.335649 -0.711938 -2.970981 0.0 0.0 0.0
C 1.631198 1.687474 7.971602 0.0 0.0 0.0
H -0.482533 -4.031515 1.175187 0.0 0.0 0.0
H -2.842789 -3.468496 1.068140 0.0 0.0 0.0
H 5.055970 -0.881134 -3.759811 0.0 0.0 0.0
H -4.040193 -0.212473 -2.135091 0.0 0.0 0.0
H -3.561881 -2.314399 -1.021013 0.0 0.0 0.0
H -1.085397 3.041416 0.845342 0.0 0.0 0.0
H -1.134370 -2.452996 -1.869393 0.0 0.0 0.0
H 4.853483 1.460287 6.976219 0.0 0.0 0.0
H -1.305892 1.360810 -4.258352 0.0 0.0 0.0
H -1.522856 -2.172955 -6.776993 0.0 0.0 0.0
H -1.254719 5.388522 -0.015748 0.0 0.0 0.0
H 3.747364 1.030436 4.805373 0.0 0.0 0.0
H -0.074917 1.452772 6.688655 0.0 0.0 0.0
H -1.387149 3.751581 -3.984346 0.0 0.0 0.0
H -0.231643 -2.491146 2.060481 0.0 0.0 0.0
H 0.088883 0.940821 4.401570 0.0 0.0 0.0
H -1.248149 -4.514370 -3.208309 0.0 0.0 0.0
H 1.100809 -1.303763 -2.190715 0.0 0.0 0.0
H 2.728711 -1.697484 -4.000534 0.0 0.0 0.0
H 0.670760 -2.818511 0.562784 0.0 0.0 0.0
H -5.129903 0.157391 -0.773597 0.0 0.0 0.0
H 3.502063 1.870577 9.005334 0.0 0.0 0.0
H -2.556897 -1.891452 1.846524 0.0 0.0 0.0
H -1.411176 5.746676 -2.481408 0.0 0.0 0.0
H -4.582575 -1.868996 0.364157 0.0 0.0 0.0
H 5.732591 0.316134 -1.706811 0.0 0.0 0.0
H 4.095381 0.704791 0.106862 0.0 0.0 0.0
H -3.806248 1.274361 -1.173509 0.0 0.0 0.0
H -1.403956 -0.128407 -5.474368 0.0 0.0 0.0
H 1.031753 1.875392 8.852193 0.0 0.0 0.0
```
Forces are in eV/Å.